1:
# C18H34O3

The molecule C18H34O3 (ωB97M-V/def2-TZVPD, the Open Molecules 2025 dataset).

Geometry as ORCA input:
```
! wB97M-V def2-TZVPD RIJCOSX def2/J DEFGRID3
* xyz 0 1
C 3.38 -0.88 -2.99
C 2.98 0.53 -3.42
C 1.91 1.15 -2.52
C 2.43 1.50 -1.13
C 1.34 2.15 -0.27
C 1.88 2.57 1.10
C 0.83 3.28 1.96
C -0.19 2.32 2.57
C 0.45 1.42 3.59
C 0.43 0.10 3.62
C -0.29 -0.79 2.65
C -1.72 -1.07 3.12
C -2.53 -1.83 2.06
C -3.02 -0.90 0.95
C -3.58 -1.65 -0.26
C -2.51 -2.33 -1.12
C -1.53 -1.34 -1.78
O -0.59 -0.81 -0.88
C -0.80 -2.08 -2.88
O 0.33 -2.48 -2.76
O -1.55 -2.29 -3.96
H 2.51 -1.53 -2.93
H 4.09 -1.30 -3.70
H 3.86 -0.86 -2.01
H 2.58 0.47 -4.44
H 3.86 1.17 -3.45
H 1.55 2.07 -3.00
H 1.07 0.47 -2.43
H 3.28 2.18 -1.22
H 2.77 0.59 -0.62
H 0.52 1.45 -0.16
H 0.96 3.03 -0.79
H 2.24 1.69 1.63
H 2.73 3.24 0.94
H 0.31 4.02 1.35
H 1.34 3.82 2.76
H -0.67 1.74 1.79
H -0.96 2.91 3.08
H 1.00 1.95 4.36
H 0.92 -0.41 4.44
H -0.31 -0.34 1.66
H 0.25 -1.74 2.57
H -2.22 -0.13 3.35
H -1.69 -1.66 4.04
H -1.91 -2.62 1.64
H -3.39 -2.31 2.53
H -2.21 -0.26 0.61
H -3.81 -0.26 1.35
H -4.29 -2.41 0.08
H -4.13 -0.95 -0.89
H -3.01 -2.90 -1.91
H -1.93 -3.03 -0.51
H -2.09 -0.50 -2.21
H 0.20 -1.38 -0.91
H -1.05 -2.80 -4.63
*
```

## Properties
LUMO energy, eV: 0.6
SMILES: CCCCCCCC/C=C\CCCCCC[C@@H](O)C(=O)O
E_HOMO, eV: -8.96

---

2:
# C18H34O3

The molecule C18H34O3 (ωB97M-V/def2-TZVPD, the Open Molecules 2025 dataset).

Geometry as ORCA input:
```
! wB97M-V def2-TZVPD RIJCOSX def2/J DEFGRID3
* xyz 0 1
C -6.96 -1.30 -0.03
C -5.88 -0.33 0.52
C -4.67 0.03 -0.40
C -3.80 0.91 0.22
C -2.65 1.04 -0.83
C -1.75 2.14 -0.03
C -0.59 2.36 -0.84
C 0.48 3.51 -0.54
C 1.36 2.93 0.57
C 2.55 1.97 0.09
C 3.33 1.62 1.22
C 4.43 0.68 0.53
C 4.08 -0.64 -0.47
O 4.35 -0.32 -1.49
C 3.22 -1.59 0.12
C 2.33 -2.33 -0.69
C 1.53 -3.50 -0.18
C 0.68 -2.90 0.76
C -0.30 -1.81 0.45
O -1.16 -1.92 -0.60
O -0.07 -0.61 1.11
H -7.67 -1.42 0.44
H -7.32 -0.98 -0.95
H -6.41 -2.32 -0.20
H -5.66 -0.68 1.43
H -6.52 0.66 0.69
H -4.28 -0.90 -0.67
H -5.31 0.40 -1.28
H -4.30 1.77 0.50
H -3.36 0.40 1.24
H -3.15 1.67 -1.70
H -2.01 0.21 -0.91
H -2.32 3.13 0.12
H -1.40 1.74 0.92
H 0.09 1.47 -1.07
H -1.02 2.96 -1.71
H -0.07 4.37 0.01
H 1.02 4.00 -1.13
H 1.90 3.73 1.04
H 0.82 2.35 1.65
H 3.10 2.53 -0.58
H 2.12 1.40 -0.45
H 3.84 2.27 1.83
H 2.74 0.68 1.84
H 5.07 0.20 1.40
H 5.21 1.22 -0.01
H 2.50 -1.20 1.13
H 3.95 -2.31 0.79
H 1.78 -1.74 -1.26
H 3.11 -2.52 -1.61
H 1.09 -3.87 -1.09
H 2.23 -4.40 0.16
H -0.16 -3.79 1.23
H 1.09 -2.54 1.49
H -0.49 0.14 0.66
*
```

## Properties
LUMO energy, eV: 0.4
SMILES: CCCCCCCCCCCCC(=O)CCCCC(=O)O
E_HOMO, eV: -8.89

---

Order of stability, best first: 1, 2

---

1:
# C3H8OSi

A 2-piece molecular cluster, C3H8OSi overall (ωB97M-V/def2-TZVPD, the Open Molecules 2025 dataset).

Geometry as ORCA input:
```
! wB97M-V def2-TZVPD RIJCOSX def2/J DEFGRID3
* xyz 0 1
C -3.12 2.26 0.33
Si -1.77 1.22 -0.09
C -0.69 -0.32 0.02
O -0.16 1.09 -0.30
H -4.05 1.80 0.22
H -3.04 3.21 0.00
H -0.46 -0.86 -0.90
H -0.16 -0.66 0.94
C 2.68 -1.65 -0.05
H 2.92 -0.55 0.11
H 3.16 -1.87 -1.02
H 1.63 -1.55 -0.07
H 3.07 -2.14 0.82
*
```

## Properties
LUMO energy, eV: 0.1
SMILES: C=[Si]1CO1.C
E_HOMO, eV: -8.86

---

2:
# C3H8OSi

The molecule C3H8OSi (ωB97M-V/def2-TZVPD, the Open Molecules 2025 dataset).

Geometry as ORCA input:
```
! wB97M-V def2-TZVPD RIJCOSX def2/J DEFGRID3
* xyz 0 1
C 0.05 1.65 -1.49
C 0.77 0.33 -0.79
O 1.27 0.39 0.52
Si 0.73 -1.31 0.54
C -0.98 -1.52 1.21
H -0.05 1.38 -2.54
H -0.90 1.82 -1.03
H 0.89 2.26 -1.25
H 1.55 0.06 -1.50
H 1.79 -2.18 0.38
H -1.13 -1.52 2.31
H -1.51 -0.69 0.96
H -1.31 -2.48 0.87
*
```

## Properties
LUMO energy, eV: 0.6
SMILES: C[C@H]1O[Si@H]1C
E_HOMO, eV: -7.59

---

3:
# C3H8OSi

The molecule C3H8OSi (ωB97M-V/def2-TZVPD, the Open Molecules 2025 dataset).

Geometry as ORCA input:
```
! wB97M-V def2-TZVPD RIJCOSX def2/J DEFGRID3
* xyz 0 1
C 1.09 0.60 -1.46
C 0.68 1.32 -0.41
C 0.09 0.62 0.76
Si -0.81 -1.07 0.43
O -1.35 -1.36 1.91
H 1.46 0.84 -2.35
H 1.01 -0.53 -1.33
H 0.60 2.38 -0.62
H -0.64 1.33 1.18
H 0.89 0.36 1.49
H -1.75 -0.88 -0.60
H -0.07 -2.22 0.10
H -1.58 -0.68 2.54
*
```

## Properties
LUMO energy, eV: 0.8
SMILES: C=CC[SiH2]O
E_HOMO, eV: -9.35

---

Order of stability, best first: 3, 2, 1

---

1:
# C2H8N2

A 2-piece molecular cluster, C2H8N2 overall (ωB97M-V/def2-TZVPD, the Open Molecules 2025 dataset).

Geometry as ORCA input:
```
! wB97M-V def2-TZVPD RIJCOSX def2/J DEFGRID3
* xyz 0 1
C 0.14 0.01 1.67
N -0.06 0.71 0.65
C 1.05 1.03 -0.23
H 1.10 -0.47 1.91
H -0.60 -0.02 2.46
H 0.91 0.56 -1.20
H 2.00 0.67 0.19
H 1.12 2.11 -0.34
N -1.40 -1.09 -1.58
H -2.28 -1.42 -1.18
H -0.76 -1.84 -1.34
H -1.23 -0.26 -1.02
*
```

## Properties
LUMO energy, eV: 1.1
SMILES: C=NC.N
E_HOMO, eV: -9.77

---

2:
# C2H8N2

The molecule C2H8N2 (ωB97M-V/def2-TZVPD, the Open Molecules 2025 dataset).

Geometry as ORCA input:
```
! wB97M-V def2-TZVPD RIJCOSX def2/J DEFGRID3
* xyz 0 1
C -1.23 -0.12 0.88
N 0.04 -0.82 0.57
C 0.92 0.26 -0.05
N 0.39 0.63 -1.41
H -1.45 0.68 0.27
H -1.99 -0.91 0.68
H -1.23 0.40 1.83
H 0.44 -1.26 1.32
H 1.96 -0.05 -0.16
H 0.92 1.16 0.56
H 0.81 0.07 -2.13
H -0.62 0.46 -1.53
*
```

## Properties
LUMO energy, eV: 1.2
SMILES: CNCN
E_HOMO, eV: -9.08

---

3:
# C2H8N2

A 2-piece molecular cluster, C2H8N2 overall (ωB97M-V/def2-TZVPD, the Open Molecules 2025 dataset).

Geometry as ORCA input:
```
! wB97M-V def2-TZVPD RIJCOSX def2/J DEFGRID3
* xyz 0 1
H 1.27 -0.47 1.83
N 0.98 -0.80 0.92
C 2.00 -0.56 0.10
N 1.86 -0.65 -1.23
H 2.92 -0.21 0.45
H 2.59 -0.33 -1.90
H 0.96 -1.10 -1.57
C -2.49 0.77 0.24
H -2.31 1.26 1.30
H -1.71 0.12 -0.02
H -3.51 0.39 0.34
H -2.57 1.58 -0.46
*
```

## Properties
LUMO energy, eV: 0.9
SMILES: [H]/N=C/N.C
E_HOMO, eV: -9.03

---

Order of stability, best first: 3, 1, 2

---

1:
# C2H8N2

A 2-piece molecular cluster, C2H8N2 overall (ωB97M-V/def2-TZVPD, the Open Molecules 2025 dataset).

Geometry as ORCA input:
```
! wB97M-V def2-TZVPD RIJCOSX def2/J DEFGRID3
* xyz 0 1
C 0.85 -0.98 0.84
C 0.74 -0.71 -0.45
N 1.81 -0.57 -1.34
H 1.82 -1.04 1.31
H -0.03 -1.11 1.45
H -0.22 -0.75 -0.96
H 2.68 -0.31 -0.91
H 1.61 0.05 -2.11
N -2.52 1.33 0.34
H -1.98 2.18 0.24
H -2.87 1.36 1.30
H -1.90 0.54 0.29
*
```

## Properties
LUMO energy, eV: 1.0
SMILES: C=CN.N
E_HOMO, eV: -8.55

---

2:
# C2H8N2

A 4-piece molecular cluster, C2H8N2 overall (ωB97M-V/def2-TZVPD, the Open Molecules 2025 dataset).

Geometry as ORCA input:
```
! wB97M-V def2-TZVPD RIJCOSX def2/J DEFGRID3
* xyz 0 1
C -0.25 -0.37 -0.20
C -0.22 0.95 -0.11
N 2.40 0.62 -1.86
N -2.51 -1.23 1.88
H -1.50 -0.93 1.41
H 0.76 -0.82 -0.31
H 2.17 0.09 -0.91
H 0.71 1.93 1.19
H 3.19 1.09 -2.46
H 1.63 1.57 -1.94
H -3.02 -1.52 0.76
H -3.35 -1.39 2.55
*
```

## Properties
LUMO energy, eV: -2.8
E_HOMO, eV: -8.59

---

3:
# C2H8N2

C2H8N2 as an isolated structure (ωB97M-V/def2-TZVPD, the Open Molecules 2025 dataset).

Geometry as ORCA input:
```
! wB97M-V def2-TZVPD RIJCOSX def2/J DEFGRID3
* xyz 0 1
N -0.23 -0.58 -1.88
C 0.23 -0.78 -0.25
C 0.17 0.69 0.21
N -0.27 0.78 1.61
H 0.47 -1.20 -2.31
H -0.81 -0.98 -0.85
H -0.11 -1.44 0.57
H 1.29 -1.13 -0.40
H -0.51 1.17 -0.47
H 1.12 1.21 0.14
H -0.11 1.72 1.94
H -1.23 0.55 1.68
*
```

## Properties
LUMO energy, eV: 1.0
E_HOMO, eV: -8.91

---

Order of stability, best first: 1, 3, 2